[1]
The following is a DFT calculation (wB97M-V/def2-TZVPD) of an isolated molecule of C4H7NOS.

Structure (XYZ):
```
14
Properties=species:S:1:pos:R:3:forces:R:3
S -2.521 -0.452 -0.143 -1.801 1.244 2.735
O 1.144 2.032 1.355 0.803 1.061 0.836
N 1.760 -1.269 -0.993 -1.463 1.590 -2.060
C 1.227 1.219 0.489 0.654 -0.489 -2.483
C -1.271 0.674 0.628 1.024 1.800 -2.686
C 0.113 0.352 0.156 1.143 -2.237 -1.105
C 0.448 -0.742 -0.553 -2.358 -3.025 0.259
H -0.496 -1.495 -0.658 2.456 1.538 -0.145
H 1.741 -1.128 -2.078 0.327 -0.666 2.555
H -3.528 -0.287 0.985 1.983 -0.292 -2.354
H 1.793 -2.273 -0.800 -0.179 0.431 -0.281
H 2.079 1.027 -0.328 -0.768 0.810 2.144
H -1.214 1.813 0.272 -1.497 -2.156 1.218
H -1.276 0.530 1.669 -0.325 0.392 1.367
```
Positions in Å, forces in eV/Å.

Properties
* energy: -18631.6075 eV
* gap between HOMO and LUMO: 9.64 eV
* structure (SMILES): N/C=C(\C=O)CS
* LUMO: 0.503 eV
* molar mass: 117.17 g/mol
* energy above the lowest of the compared OMol25 structures with the same formula, charge and spin: 67.8 kcal per mole
* E_HOMO: -9.1 eV
* 2S+1: 1

=====

[2]
The following is a DFT calculation (wB97M-V/def2-TZVPD) of a structure of composition C40H39ClMgN3O3PSTe.

Structure (XYZ):
```
90
Properties=species:S:1:pos:R:3:forces:R:3
Te -1.294 -1.027 2.693 0.265 -0.340 0.606
Cl 0.374 3.012 -1.540 -0.328 0.184 -0.153
S -1.509 -3.218 0.185 -0.115 0.034 -0.349
P 1.284 0.763 0.609 0.775 0.425 0.078
Mg -2.086 0.446 0.648 0.891 0.205 -0.001
O -3.911 0.410 0.275 -0.679 -0.196 -0.193
O -5.478 1.691 -0.687 0.047 -0.036 0.205
O -1.463 0.365 -1.267 -0.221 -0.388 -0.313
N -0.056 -4.902 1.558 0.129 -0.077 -0.310
N 0.481 -4.740 -0.724 0.202 -0.123 -0.328
N -2.392 2.633 0.562 -0.016 -0.080 0.070
C 3.889 1.647 -0.234 -0.057 0.036 -0.074
C 1.836 1.543 2.178 -0.158 -0.120 0.089
C -0.211 0.300 5.231 0.084 -0.052 -0.084
C -3.741 -0.482 -7.398 0.020 -0.028 0.088
C 4.312 3.346 -1.874 -0.006 0.061 -0.042
C 2.068 2.745 -1.306 0.492 -0.401 0.375
C 3.401 2.001 3.951 0.115 -0.045 -0.049
C -1.978 -0.442 -3.466 -0.190 0.249 -0.251
C -1.974 2.427 5.331 0.016 0.111 0.025
C -3.857 2.738 0.726 -0.324 -0.138 -0.134
C 4.779 2.417 -0.958 0.123 -0.039 0.076
C 1.506 -6.397 0.675 0.072 -0.095 -0.083
C 2.673 -1.241 -0.711 -0.075 -0.029 0.078
C 2.209 -0.819 0.536 -0.179 -0.089 -0.091
C 3.485 -3.286 0.246 0.026 0.008 0.025
C 2.990 -2.897 1.481 0.046 -0.082 -0.038
C -0.289 -4.327 0.315 -0.261 0.213 0.337
C -1.304 -0.448 -2.180 0.170 0.017 -0.158
C -4.507 1.514 0.033 -0.417 0.469 -0.097
C -0.136 1.214 6.270 -0.001 0.081 0.043
C 1.466 3.393 3.690 0.005 0.008 0.066
C 2.635 3.080 4.365 -0.039 0.082 0.065
C 3.014 1.244 2.856 -0.097 -0.046 0.148
C 1.068 2.621 2.613 -0.024 -0.086 -0.046
C 0.792 -5.931 1.732 0.070 -0.028 0.037
C 1.324 -5.720 -0.553 -0.238 0.107 0.181
C -3.342 0.603 -5.164 -0.025 -0.010 0.027
C -2.777 0.645 -3.898 0.148 -0.041 0.079
C -1.157 0.439 4.218 -0.122 0.020 0.020
C -2.389 -1.547 -5.573 -0.067 -0.003 -0.034
C -1.014 2.287 6.322 0.068 0.041 0.007
C 2.952 3.516 -2.048 -0.065 0.080 -0.028
C 2.509 1.782 -0.390 -0.411 0.108 -0.429
C -1.010 -2.764 -3.916 0.101 -0.068 0.057
C -2.045 1.511 4.292 -0.008 0.023 -0.084
C -3.157 -0.474 -6.016 0.049 0.015 0.050
C 3.313 -2.460 -0.856 -0.008 -0.020 -0.064
C 2.351 -1.673 1.627 -0.031 0.032 -0.001
C -3.038 1.851 -3.052 -0.041 0.020 0.074
C -1.797 -1.555 -4.325 0.023 0.117 0.039
H 1.895 -6.010 -1.429 0.050 -0.023 0.034
H 0.614 1.093 7.042 0.011 -0.018 -0.001
H 3.104 -3.552 2.337 0.008 0.043 0.026
H -3.727 1.588 -2.250 -0.014 0.048 0.009
H 0.150 2.856 2.086 -0.048 0.002 0.024
H 2.570 4.248 -2.746 -0.034 -0.015 -0.007
H -4.106 2.692 1.788 0.075 0.028 -0.007
H -4.455 0.328 -7.529 -0.005 -0.005 -0.037
H -1.407 -3.195 -3.000 0.034 -0.111 0.135
H 2.176 -7.237 0.764 0.030 0.021 0.064
H -2.816 1.619 3.536 -0.010 -0.009 0.031
H -0.550 -1.236 -2.053 -0.110 -0.067 0.214
H -2.942 -0.365 -8.133 -0.044 0.007 -0.050
H 5.844 2.303 -0.804 0.003 -0.055 -0.008
H -2.118 2.227 -2.607 0.005 0.034 -0.033
H -3.956 1.437 -5.484 0.027 0.020 -0.025
H 3.675 -2.768 -1.829 0.007 0.014 0.004
H -3.500 2.641 -3.642 0.005 -0.023 -0.035
H 5.006 3.943 -2.450 -0.001 0.025 0.000
H 0.860 4.229 4.010 -0.039 0.011 0.027
H 4.320 1.756 4.469 -0.018 0.001 0.031
H -0.945 3.011 7.124 -0.035 -0.027 0.020
H -4.241 -1.430 -7.598 -0.016 0.007 -0.040
H 2.946 3.674 5.214 0.003 -0.005 0.007
H -1.049 -3.521 -4.698 0.008 0.023 0.014
H 1.954 -1.385 2.591 -0.024 0.018 0.022
H 0.864 -6.348 2.727 -0.036 0.050 0.027
H -2.179 2.789 -0.419 0.128 0.089 0.006
H 2.534 -0.599 -1.573 0.063 -0.019 -0.044
H 3.634 0.414 2.543 -0.015 -0.012 0.007
H -0.611 -4.534 2.319 0.013 0.059 0.030
H -2.674 3.254 5.374 -0.014 -0.014 -0.028
H -4.270 3.655 0.306 0.045 -0.033 0.002
H 0.038 -2.524 -3.733 0.047 -0.038 0.012
H 4.270 0.918 0.469 0.005 -0.002 -0.024
H 4.005 -4.230 0.139 -0.015 -0.027 0.011
H -1.923 3.367 1.079 0.100 -0.080 0.038
H 0.476 -0.538 5.203 0.030 0.020 0.004
H -2.263 -2.403 -6.226 0.045 -0.021 0.023
```
Positions in Å, forces in eV/Å.

Properties
* energy: -98114.1253 eV
* gap between HOMO and LUMO: 6.30 eV
* LUMO: -0.337 eV
* molar mass: 860.17 g/mol
* energy above the lowest of the compared OMol25 structures with the same formula, charge and spin: 0.0 kcal per mole
* E_HOMO: -6.6 eV
* 2S+1: 1

=====

[3]
The following is a DFT calculation (wB97M-V/def2-TZVPD) of an isolated molecule of C21H22N2O5.

Structure (XYZ):
```
50
Properties=species:S:1:pos:R:3:forces:R:3
O 0.815 3.102 0.282 -0.046 -0.079 -0.048
O -1.021 2.551 -0.832 -0.248 -0.113 -0.361
O -2.251 -2.226 -2.499 -0.113 -0.135 -0.325
O -0.192 2.048 3.398 -0.300 -0.063 -0.149
O -3.392 0.197 0.409 0.394 -0.197 -0.031
N -1.693 -1.746 -0.371 0.060 -0.218 0.461
N 2.158 0.781 -0.831 -0.172 0.074 0.053
C 0.819 1.101 -1.004 -0.283 -0.745 -0.682
C -2.174 0.208 1.010 0.192 -0.242 0.061
C -1.763 1.132 1.953 -0.108 0.135 0.098
C -4.312 1.211 0.731 -0.186 0.172 0.067
C -1.285 -0.807 0.610 -0.108 0.138 0.122
C 0.378 0.041 2.137 0.186 0.152 0.277
C -1.787 -1.450 -1.687 0.041 0.419 -0.188
C 3.521 -2.370 -2.154 0.095 0.105 0.085
C -2.190 -3.013 0.120 -0.110 -0.266 -0.117
C 0.251 2.316 -0.452 -0.115 0.816 0.457
C 1.160 -2.136 -2.630 0.040 -0.015 0.024
C 0.188 0.075 -1.700 0.290 0.747 0.143
C -0.482 1.067 2.507 -0.135 -0.159 -0.143
C 2.328 -2.853 -2.710 -0.116 -0.154 -0.113
C 1.182 -0.901 -1.971 0.468 0.239 0.186
C -1.240 -0.082 -2.093 -0.179 -0.062 -0.123
C 2.393 -0.422 -1.415 -0.493 -0.330 -0.217
C 1.135 2.165 3.855 0.232 0.006 0.071
C 3.574 -1.158 -1.506 0.220 0.013 0.052
C -0.038 -0.890 1.200 -0.370 0.053 0.024
C 3.190 1.558 -0.198 0.368 0.264 0.172
H 3.972 1.804 -0.921 0.008 -0.022 0.025
H -1.311 3.380 -0.420 0.289 -0.117 0.083
H 4.418 -2.967 -2.239 0.076 -0.021 0.006
H -1.413 -3.525 0.690 -0.030 -0.009 0.020
H -1.331 -0.023 -3.181 -0.082 -0.046 0.108
H -2.402 1.934 2.283 -0.111 0.100 0.007
H 2.764 2.475 0.198 0.110 -0.153 -0.045
H 0.631 -1.681 0.895 0.068 -0.083 -0.092
H -1.857 0.700 -1.654 -0.006 -0.087 -0.080
H -3.923 2.201 0.474 0.000 -0.019 0.024
H -4.581 1.189 1.792 0.026 0.012 -0.037
H 1.433 1.298 4.454 -0.014 0.040 -0.040
H 2.338 -3.809 -3.212 -0.026 -0.077 -0.050
H 0.245 -2.509 -3.060 -0.124 -0.082 -0.073
H 1.154 3.057 4.478 0.049 -0.078 -0.031
H 3.636 0.985 0.618 0.018 0.019 -0.001
H -3.062 -2.860 0.760 0.004 -0.008 0.011
H 4.497 -0.792 -1.083 0.103 0.027 0.038
H 1.366 -0.040 2.558 0.115 0.024 0.068
H -2.474 -3.614 -0.741 0.004 -0.019 0.119
H -5.196 1.005 0.130 0.038 0.061 0.066
H 1.827 2.293 3.017 -0.020 -0.016 0.018
```
Positions in Å, forces in eV/Å.

Properties
* energy: -35352.4712 eV
* gap between HOMO and LUMO: 8.11 eV
* structure (SMILES): COc1ccc(N(C)C(=O)Cc2c(C(=O)O)n(C)c3ccccc23)c(OC)c1
* LUMO: 0.254 eV
* molar mass: 382.42 g/mol
* energy above the lowest of the compared OMol25 structures with the same formula, charge and spin: 37.7 kcal per mole
* E_HOMO: -7.9 eV
* 2S+1: 1

=====

[4]
The following is a DFT calculation (wB97M-V/def2-TZVPD) of an isolated molecule of C23H25N3O6S2.

Structure (XYZ):
```
59
Properties=species:S:1:pos:R:3:forces:R:3
S -0.089 0.133 6.066 -0.073 0.306 -0.293
S 3.583 -1.523 -1.450 -0.365 0.113 0.584
O -2.763 -1.749 -5.354 0.426 0.066 0.070
O -1.287 4.404 6.199 0.007 0.157 0.161
O -1.212 -0.718 6.322 -0.192 0.038 -0.176
O 3.090 -2.301 -3.834 0.063 -0.060 -0.313
O 0.968 0.179 7.039 0.177 0.084 -0.219
O -0.330 -2.375 -4.793 -0.197 0.164 0.086
N 1.245 -1.464 -0.358 -0.655 -0.132 -0.163
N -0.702 1.684 5.782 0.259 -1.001 -0.073
N 1.207 -2.125 -2.605 -0.333 -0.145 -0.188
C -0.273 -0.473 3.409 -0.077 -0.033 -0.011
C -2.227 0.626 -5.526 -0.151 -0.200 -0.016
C 0.049 1.286 -5.162 -0.055 0.129 -0.030
C 1.884 -2.396 -3.756 -0.557 -0.202 0.002
C -2.295 3.423 6.304 -0.020 -0.327 0.064
C 1.846 -1.717 -1.465 1.077 0.154 0.110
C 0.400 -0.039 -4.941 -0.023 -0.224 0.027
C 2.129 -1.096 0.620 0.962 -0.039 -0.523
C 1.622 -0.790 1.950 -0.202 0.113 0.528
C -0.555 -1.037 -5.020 -0.240 0.014 -0.071
C 0.595 -0.239 4.460 -0.127 0.168 0.526
C 1.964 -0.277 4.279 0.092 0.021 0.173
C 1.632 -2.711 -6.258 -0.184 0.002 0.287
C 0.346 2.680 5.685 0.296 0.557 -0.058
C -1.894 -0.702 -5.312 0.104 -0.187 0.042
C 0.240 -0.749 2.157 0.114 0.014 0.044
C 0.982 -2.890 -4.889 0.441 -0.216 -0.405
C -4.111 -1.487 -5.653 -0.245 0.067 -0.050
C 2.479 -0.551 3.026 -0.214 -0.036 -0.141
C -1.711 2.083 6.748 -0.453 0.126 0.291
C 3.433 -1.071 0.203 -0.448 -0.030 -0.014
C -1.257 1.615 -5.455 0.136 0.067 0.023
C -0.291 4.014 5.285 0.247 -0.260 -0.168
H -0.725 3.913 4.279 0.061 0.045 0.049
H 2.647 -3.096 -6.218 0.056 -0.011 -0.033
H 1.057 2.354 4.924 0.078 0.173 -0.004
H -1.535 2.643 -5.629 -0.024 0.091 -0.012
H 1.065 -3.255 -7.008 -0.054 -0.041 -0.024
H 1.666 -1.662 -6.540 0.065 0.032 -0.049
H -2.795 3.297 5.332 -0.012 0.002 0.080
H -3.008 3.797 7.040 -0.005 -0.110 -0.068
H -4.225 -1.037 -6.645 0.009 -0.004 0.046
H 2.604 -0.101 5.130 0.135 0.019 0.053
H 0.807 2.051 -5.101 0.069 0.070 0.006
H -0.410 -0.943 1.319 -0.078 -0.011 -0.021
H -1.269 2.187 7.749 -0.098 0.027 -0.022
H -3.243 0.902 -5.756 -0.113 -0.031 -0.013
H -4.608 -2.456 -5.638 -0.010 0.094 -0.012
H 1.426 -0.277 -4.708 0.074 0.015 -0.024
H 3.548 -0.590 2.887 0.121 -0.013 0.004
H -2.470 1.302 6.769 -0.104 0.145 0.100
H -1.334 -0.447 3.597 -0.168 -0.004 -0.089
H 0.870 2.784 6.646 -0.002 0.039 -0.113
H -4.571 -0.834 -4.903 0.024 -0.015 -0.039
H 0.843 -3.967 -4.706 0.076 0.219 -0.003
H 0.453 4.811 5.286 -0.006 -0.111 -0.072
H 0.198 -2.214 -2.579 0.120 0.040 -0.035
H 4.306 -0.810 0.765 0.200 0.076 0.186
```
Positions in Å, forces in eV/Å.

Properties
* energy: -62681.9264 eV
* gap between HOMO and LUMO: 8.57 eV
* structure (SMILES): COc1ccccc1O[C@@H](C)C(=O)Nc1nc(-c2ccc(S(=O)(=O)N3CCOCC3)cc2)cs1
* LUMO: 0.177 eV
* molar mass: 503.60 g/mol
* energy above the lowest of the compared OMol25 structures with the same formula, charge and spin: 30.2 kcal per mole
* E_HOMO: -8.4 eV
* 2S+1: 1

=====

[5]
The following is a DFT calculation (wB97M-V/def2-TZVPD) of a cluster of 2 separate species, C3H7N in total.

Structure (XYZ):
```
11
Properties=species:S:1:pos:R:3:forces:R:3
N 3.246 3.716 4.021 -0.933 2.347 0.390
C -2.145 -3.508 -3.907 -0.103 -0.074 0.302
C 2.188 3.379 4.656 2.270 -0.504 -0.570
C -1.985 -2.350 -3.308 0.545 1.298 -0.129
H -1.544 -2.195 -2.339 -0.318 -0.507 0.569
H 2.274 3.639 5.711 -0.670 -0.992 0.307
H -2.394 -3.547 -4.958 -0.296 -0.277 0.060
H -2.040 -4.402 -3.308 0.216 -0.292 -0.394
H 1.475 2.702 4.182 -0.982 0.812 0.303
H 3.066 3.959 3.044 0.315 -1.663 -0.429
H -2.140 -1.392 -3.794 -0.044 -0.149 -0.409
```
Positions in Å, forces in eV/Å.

Properties
* energy: -4711.9158 eV
* gap between HOMO and LUMO: 10.68 eV
* structure (SMILES): C=C.C=N
* LUMO: 1.139 eV
* molar mass: 57.10 g/mol
* energy above the lowest of the compared OMol25 structures with the same formula, charge and spin: 51.7 kcal per mole
* E_HOMO: -9.5 eV
* 2S+1: 1